[1]
A 13-piece molecular cluster, C32H58Br24NO3 overall at a distorted geometry, computed with ωB97M-V with the def2-TZVPD basis set.

Geometry as ORCA input:
```
! wB97M-V def2-TZVPD RIJCOSX def2/J DEFGRID3
* xyz 1 1
H -2.829 3.338 1.974
C -7.634 -2.743 3.597
O -2.203 3.580 4.299
Br 6.414 4.493 -0.677
H 9.359 -1.862 2.964
C 7.110 2.007 -1.901
H -0.105 -0.991 4.399
C 1.853 2.895 2.407
C 0.235 2.562 0.746
H -11.397 -5.825 -1.283
H -4.105 5.057 -6.695
H 2.928 0.961 -5.846
C 1.569 -1.812 5.463
Br -7.726 -4.639 4.011
Br -8.759 -2.823 0.965
C -3.383 4.105 -0.740
C -5.016 4.581 -6.348
C 8.508 -4.931 0.259
H 0.909 0.362 -2.662
Br 4.153 -1.043 -5.025
C -0.359 3.585 2.800
Br -2.582 -0.622 1.504
H 11.850 -1.127 3.065
C 11.048 -0.536 2.629
H 7.997 3.905 -2.495
H 1.102 -1.747 3.344
H -6.712 -2.586 3.050
H 9.810 -0.852 4.351
Br -9.042 -5.683 -2.003
Br -1.074 1.690 -2.039
H 10.037 -3.531 -0.373
Br -6.034 0.920 0.719
C -5.638 -0.707 -1.599
H -9.771 -2.643 3.230
C -0.053 0.042 -2.273
H 6.315 3.664 -3.003
H -4.745 -1.803 1.516
H 11.289 0.519 2.714
C -8.834 -2.269 2.830
H 8.670 -4.927 1.334
Br 7.111 -3.609 -0.054
H -3.537 5.004 -1.328
H 5.818 -0.858 0.542
H -3.733 -1.872 3.913
H -5.646 2.698 -5.469
C -11.418 -4.283 -2.773
H 0.987 -2.681 5.763
Br 3.353 -2.486 5.075
C 4.923 -0.993 1.143
H 3.767 0.061 2.640
C 4.399 1.748 -4.459
C 3.964 0.818 -5.558
H -4.328 3.826 -0.267
H 4.922 -1.996 1.565
C -0.730 -0.892 -3.238
C 9.776 -4.579 -0.468
H 1.663 -1.132 6.304
H 5.489 -0.132 3.022
H -3.095 3.305 -1.420
Br -5.598 5.556 -4.768
Br 3.061 1.848 -3.047
Br 11.065 -0.968 0.731
Br 8.351 0.410 2.811
H -2.462 2.329 0.559
C 7.040 3.479 -2.212
H -7.615 -0.130 -0.914
H 4.499 2.764 -4.835
C -3.691 -2.668 3.177
C 9.730 -0.888 3.266
Br -2.058 -3.670 3.517
H 0.034 2.173 -0.269
C -0.744 3.121 1.537
H 10.600 -5.192 -0.110
H -0.049 -1.688 -3.530
H 2.876 2.830 2.743
Br -10.616 -2.537 -3.086
H 1.255 3.819 4.219
Br 9.639 -4.957 -2.371
N 1.496 2.475 1.207
H 5.327 1.442 -3.990
Br -3.193 2.787 -5.063
Br 1.725 0.599 3.916
Br -2.251 -1.789 -2.423
H 8.102 -5.891 -0.040
C -10.802 -4.965 -1.583
H -4.496 -3.376 3.362
O -1.343 5.569 3.765
H -12.473 -4.088 -2.595
C 0.938 3.470 3.249
C -1.398 4.228 3.699
Br 5.152 1.828 1.553
Br 8.632 1.566 -0.783
H 0.080 -0.393 -1.285
C -4.834 3.117 -6.056
H -0.823 5.907 3.022
H -3.440 -2.909 1.036
H 4.602 0.937 -6.430
O -2.365 4.348 0.229
Br -5.649 0.679 -2.967
C -3.745 -2.160 1.761
H -7.577 -2.241 4.561
H 7.249 1.433 -2.816
C -2.191 3.242 1.096
Br 3.405 -0.943 -0.084
H -6.808 -1.325 0.102
H -10.677 -4.300 -0.735
H -8.859 -1.182 2.807
H -1.100 -0.387 -4.126
H -4.729 2.552 -6.979
H -5.874 -1.625 -2.136
H 6.228 1.645 -1.378
H -5.804 4.726 -7.084
C 4.770 0.036 2.223
H -4.624 -0.764 -1.212
C -6.654 -0.450 -0.524
C 0.958 -1.168 4.251
H 2.193 2.078 0.579
H -11.305 -4.851 -3.690
*
```

Results
Max |F|, eV/Å: 1.3
Energy relative to the best compared isomer or geometry (same formula, charge and spin), kcal per mole: 0.0
LUMO level, eV: -3.440
Energy, eV: -1722772.997
Orbital gap, eV: 7.933
HOMO level, eV: -11.4

---

[2]
C5H6O2 as an isolated structure, computed with ωB97M-V with the def2-TZVPD basis set.

Geometry as ORCA input:
```
! wB97M-V def2-TZVPD RIJCOSX def2/J DEFGRID3
* xyz 0 1
H 1.819 1.270 -0.559
C -0.955 -0.667 0.514
H -1.481 0.766 -2.149
O 1.548 -0.708 -0.633
H 1.452 0.546 1.025
H -0.395 1.994 0.025
C -1.046 0.389 -1.227
C 1.213 0.515 -0.048
C -0.981 -1.415 1.523
O -1.374 -0.820 -0.852
C -0.276 0.929 -0.193
H 1.144 -1.407 -0.097
H -0.629 -1.387 2.540
*
```

Results
Max |F|, eV/Å: 0.5
Energy relative to the best compared isomer or geometry (same formula, charge and spin), kcal per mole: 148.0
LUMO level (alpha / beta), eV: -0.707 / -0.710
Energy, eV: -9370.680
Orbital gap (alpha / beta), eV: 7.029 / 7.024
HOMO level (alpha / beta), eV: -7.7 / -7.7

---

[3]
A 2-piece molecular cluster, CH3Cl2OP overall at a distorted geometry, computed with ωB97M-V with the def2-TZVPD basis set.

Geometry as ORCA input:
```
! wB97M-V def2-TZVPD RIJCOSX def2/J DEFGRID3
* xyz 0 1
C 0.786 0.913 0.432
H -2.221 -0.833 -1.353
Cl 2.071 1.138 -0.841
H -1.451 -1.782 0.279
O -0.397 0.851 -0.011
P -1.004 -1.426 -0.998
Cl 1.274 -0.600 1.346
H 0.942 1.739 1.146
*
```

Results
Max |F|, eV/Å: 3.7
Energy relative to the best compared isomer or geometry (same formula, charge and spin), kcal per mole: 119.8
LUMO level (alpha / beta), eV: -2.784 / -2.786
Energy, eV: -37463.853
Orbital gap (alpha / beta), eV: 7.405 / 7.401
HOMO level (alpha / beta), eV: -10.2 / -10.2

---

[4]
A 5-piece molecular cluster, C8H14Br6Cl6 overall at a distorted geometry, computed with ωB97M-V with the def2-TZVPD basis set.

Geometry as ORCA input:
```
! wB97M-V def2-TZVPD RIJCOSX def2/J DEFGRID3
* xyz 0 1
H 16.584 -8.286 -1.147
Br 12.679 -2.071 1.765
H 18.761 -14.246 1.861
Cl 14.462 -7.846 -0.348
C 15.446 -7.835 4.323
H 13.662 -12.532 1.957
Br 16.829 -13.258 5.233
H 11.068 -2.274 3.736
Br 12.222 -3.364 6.055
Br 14.366 -6.618 5.465
H 15.885 -9.442 5.856
H 18.195 -12.345 3.421
Br 16.144 -14.089 2.011
Cl 12.332 -10.839 1.067
H 16.977 -8.067 5.712
C 18.228 -13.343 3.859
H 18.285 -15.423 2.962
C 16.360 -8.765 5.146
Cl 13.347 -10.846 3.766
C 16.188 -8.299 -0.132
C 18.022 -14.413 2.645
C 12.926 -3.381 4.270
H 19.162 -13.508 4.396
H 14.696 -8.374 3.744
C 11.805 -2.965 3.328
Cl 11.540 -12.911 2.835
Cl 17.108 -7.131 0.917
C 12.890 -11.908 2.408
H 11.302 -3.843 2.923
H 16.108 -7.256 3.679
H 13.638 -2.556 4.223
Br 17.543 -9.717 3.841
Cl 16.419 -9.934 0.489
H 13.425 -4.318 4.024
*
```

Results
Max |F|, eV/Å: 2.6
Energy relative to the best compared isomer or geometry (same formula, charge and spin), kcal per mole: 29.7
LUMO level, eV: 0.190
Energy, eV: -503911.824
Orbital gap, eV: 10.324
HOMO level, eV: -10.1

---

[5]
C46H35BF7MnNOPSSb as an isolated structure at a distorted geometry, computed with ωB97M-V with the def2-TZVPD basis set.

Geometry as ORCA input:
```
! wB97M-V def2-TZVPD RIJCOSX def2/J DEFGRID3
* xyz 2 4
H 14.177 20.075 14.256
C 15.572 18.393 12.845
C 18.869 15.324 17.626
C 13.769 13.485 9.333
H 6.909 14.164 10.799
H 14.539 10.266 17.611
C 10.707 13.532 11.135
C 15.805 11.381 16.210
C 13.558 10.425 12.401
Sb 12.802 13.200 11.295
C 14.444 18.722 17.004
C 15.277 17.655 16.574
C 19.995 15.253 16.822
H 12.600 8.371 14.964
C 12.018 10.424 14.716
C 15.791 22.592 12.592
C 17.394 15.439 15.683
F 16.957 11.883 10.686
C 14.726 16.584 15.902
C 13.997 12.331 17.400
H 11.446 17.444 16.063
H 14.026 8.397 12.873
H 12.427 19.499 17.100
H 18.531 14.253 11.169
H 16.352 17.674 16.744
C 9.799 12.556 11.553
P 15.720 15.298 15.066
H 14.933 19.559 17.472
H 13.579 14.462 17.087
C 19.818 15.386 15.466
H 10.135 11.572 11.887
C 16.475 20.355 11.849
F 14.917 24.670 13.354
H 17.294 22.198 11.104
F 17.851 12.404 12.727
H 10.949 15.525 10.315
C 18.568 15.573 13.436
C 15.289 12.427 7.764
H 13.317 15.550 8.914
H 19.571 15.737 13.021
C 13.341 16.489 15.727
F 15.588 24.604 11.252
C 8.899 14.939 10.432
C 16.581 21.729 11.779
C 15.399 13.597 7.025
H 16.086 13.671 6.200
C 18.527 15.484 14.858
H 14.673 15.652 6.914
H 16.921 12.740 14.947
H 17.078 19.728 11.226
H 11.530 12.470 14.207
C 12.040 11.544 13.901
C 13.468 9.274 13.164
H 18.950 15.330 18.709
H 12.870 15.614 15.241
C 12.689 9.253 14.321
C 7.979 13.968 10.872
C 15.822 24.087 12.506
H 7.699 12.052 11.800
H 20.668 15.424 14.776
H 14.244 10.478 11.560
C 14.853 20.582 13.571
C 8.439 12.808 11.464
B 16.760 11.844 12.050
C 14.759 11.225 17.115
C 15.606 19.763 12.745
C 13.864 14.659 8.605
C 10.272 14.711 10.581
C 14.454 12.373 8.887
C 16.051 12.605 15.583
H 8.551 15.863 9.985
F 16.330 10.694 12.568
F 15.651 12.811 12.296
H 16.405 10.539 15.919
C 12.792 11.523 12.731
N 17.640 15.268 12.548
Mn 15.628 15.257 12.718
S 13.295 15.187 12.531
O 18.174 15.168 11.255
H 14.274 22.530 14.201
H 11.467 10.475 15.683
H 15.832 11.503 7.477
F 17.056 24.649 12.844
C 15.522 17.149 12.910
C 17.589 15.372 17.081
H 16.704 15.341 17.747
C 14.900 21.939 13.511
H 21.005 15.193 17.219
C 14.214 13.600 16.824
C 14.647 14.705 7.440
C 15.249 13.718 15.882
H 14.434 11.437 9.423
C 12.532 17.539 16.173
H 13.152 12.250 18.072
C 13.066 18.670 16.806
*
```

Results
Max |F|, eV/Å: 4.5
LUMO level (alpha / beta), eV: -8.974 / -7.170
Expectation value of S²: 4.245
Energy, eV: -129474.966
Orbital gap (alpha / beta), eV: 4.772 / 6.731
HOMO level (alpha / beta), eV: -13.7 / -13.9

---

[6]
A 2-piece molecular cluster, C4H5Cl2N3 overall at a distorted geometry, computed with ωB97M-V with the def2-TZVPD basis set.

Geometry as ORCA input:
```
! wB97M-V def2-TZVPD RIJCOSX def2/J DEFGRID3
* xyz 0 1
C -1.429 -0.700 -0.019
Cl -2.740 -0.991 -1.046
H 1.615 1.581 -1.638
H 0.479 1.788 1.410
C 0.021 0.790 1.139
N 1.745 0.538 -1.912
Cl -1.984 1.761 -0.541
H 1.895 0.124 -1.085
H 0.925 0.116 -2.282
C -1.043 0.640 0.232
C 0.176 -1.439 1.398
N 0.623 -0.253 1.640
N -0.879 -1.717 0.606
H 0.596 -2.239 2.097
*
```

Results
Max |F|, eV/Å: 4.9
Energy relative to the best compared isomer or geometry (same formula, charge and spin), kcal per mole: 10.4
LUMO level, eV: 0.100
Energy, eV: -33743.396
Orbital gap, eV: 10.035
HOMO level, eV: -9.9